(1)
A gas-phase ion, C32H30N5O6S (charge -1). Source: the OMol25 dataset; level of theory: the ωB97M-V functional and the def2-TZVPD basis.

The geometry in ORCA input format:
```
! wB97M-V def2-TZVPD RIJCOSX def2/J DEFGRID3
* xyz -1 1
C -4.719 1.325 -0.500
N -3.682 1.577 -1.514
C -2.911 2.794 -1.454
O -3.355 3.869 -0.962
C -1.618 2.562 -2.062
C -0.347 2.952 -1.540
C -0.338 3.092 -0.012
C -0.769 2.035 0.802
C -0.534 2.007 2.176
C 0.120 3.128 2.790
C 0.638 4.149 1.941
C 0.269 4.186 0.594
C 1.607 5.150 2.499
C 1.503 5.305 4.044
C 1.501 3.933 4.680
N 0.452 3.074 4.145
C 0.260 1.853 4.919
C -0.984 1.104 4.500
C -0.907 0.804 3.002
C 0.479 3.876 -2.849
C 1.401 5.000 -2.442
C 2.469 4.685 -1.580
C 3.232 5.707 -1.078
C 2.930 7.041 -1.416
N 3.684 8.104 -0.847
O 3.568 9.273 -1.277
O 4.493 7.856 0.078
C 1.952 7.342 -2.358
C 1.268 6.313 -2.943
C -0.421 4.244 -4.016
C -1.361 5.306 -4.004
C -2.080 5.592 -5.166
C -1.854 4.845 -6.330
N -2.442 5.313 -7.533
O -2.275 4.693 -8.610
O -3.095 6.394 -7.449
C -0.956 3.757 -6.335
C -0.253 3.468 -5.177
C -1.683 1.643 -3.156
O -0.725 0.962 -3.616
N -2.996 1.555 -3.702
C -3.191 1.002 -5.041
C -4.008 1.287 -2.818
S -5.490 0.663 -3.299
H -4.263 1.302 0.493
H -5.496 2.104 -0.548
H -5.193 0.360 -0.725
H 0.563 2.268 -1.860
H -1.173 1.125 0.376
H 0.574 5.054 -0.009
H 1.470 6.129 2.010
H 2.645 4.814 2.260
H 0.577 5.856 4.295
H 2.356 5.875 4.432
H 1.340 3.996 5.760
H 2.463 3.436 4.516
H 1.148 1.217 4.789
H 0.229 2.158 5.970
H -1.041 0.177 5.076
H -1.874 1.703 4.720
H -1.841 0.348 2.650
H -0.116 0.033 2.842
H 1.198 3.153 -3.384
H 2.683 3.650 -1.272
H 4.061 5.553 -0.397
H 1.738 8.379 -2.605
H 0.605 6.584 -3.768
H -1.510 5.932 -3.109
H -2.779 6.432 -5.217
H -0.810 3.182 -7.242
H 0.455 2.624 -5.165
H -2.352 1.265 -5.692
H -3.337 -0.092 -4.994
H -4.129 1.423 -5.452
*
```

## Properties
SMILES = Cn1c([O-])c([C@H](c2cc3c4c(c2)CCCN4CCC3)C(c2ccc([N+](=O)[O-])cc2)c2ccc([N+](=O)[O-])cc2)c(=O)n(C)c1=S
Orbital gap = 0.198 Eh

---

(2)
A molecular structure, C30H40N4O2Ru. Source: the OMol25 dataset; level of theory: the ωB97M-V functional and the def2-TZVPD basis.

The geometry in ORCA input format:
```
! wB97M-V def2-TZVPD RIJCOSX def2/J DEFGRID3
* xyz 2 5
Ru 2.309 0.864 1.117
C -0.456 -3.340 -4.666
C -0.993 -2.529 -3.485
C -1.796 -3.467 -2.561
C -1.918 -1.417 -4.023
C 0.106 -1.872 -2.676
C -0.244 -1.127 -1.553
C 0.730 -0.501 -0.803
N 0.599 0.276 0.322
C -0.520 0.707 0.994
C -1.851 0.548 0.672
C -2.841 1.046 1.516
C -2.469 1.736 2.714
C -1.182 1.968 3.107
C -0.158 1.455 2.224
O 1.078 1.613 2.461
C -0.821 2.730 4.380
C -0.033 4.002 4.009
C 0.012 1.826 5.310
C -2.081 3.158 5.140
C -4.291 0.841 1.135
C -5.263 1.423 2.164
C -4.538 1.525 -0.227
C -4.551 -0.674 1.004
C 2.153 -0.656 -1.192
O 3.018 -0.078 -0.465
C 2.525 -1.439 -2.349
C 1.485 -1.998 -3.039
C 3.986 -1.622 -2.749
C 4.750 -2.317 -1.605
C 4.109 -2.501 -3.999
C 4.616 -0.252 -3.068
H -1.298 -3.786 -5.195
H 0.192 -4.158 -4.342
H 0.080 -2.717 -5.384
H -2.573 -3.959 -3.146
H -2.286 -2.930 -1.746
H -1.156 -4.240 -2.130
H -2.708 -1.871 -4.622
H -1.369 -0.719 -4.659
H -2.393 -0.851 -3.218
H -1.281 -1.070 -1.281
H -2.147 0.061 -0.237
H -3.264 2.105 3.339
H 0.922 3.781 3.536
H 0.173 4.565 4.920
H -0.617 4.643 3.345
H 0.971 1.547 4.877
H -0.539 0.919 5.567
H 0.213 2.367 6.235
H -2.702 3.840 4.554
H -1.778 3.688 6.042
H -2.683 2.300 5.450
H -5.158 2.505 2.265
H -5.153 0.957 3.145
H -6.282 1.229 1.828
H -4.332 2.596 -0.175
H -5.585 1.394 -0.502
H -3.928 1.093 -1.024
H -4.351 -1.194 1.944
H -3.942 -1.132 0.219
H -5.598 -0.833 0.746
H 1.716 -2.588 -3.910
H 4.309 -3.289 -1.374
H 4.778 -1.717 -0.697
H 5.780 -2.484 -1.921
H 3.709 -3.504 -3.835
H 5.165 -2.608 -4.245
H 3.616 -2.053 -4.865
H 4.640 0.409 -2.203
H 4.079 0.246 -3.878
H 5.645 -0.406 -3.395
N 8.716 1.564 1.968
C 7.575 1.654 2.102
N 6.277 1.784 2.282
C 5.146 1.552 2.004
N 3.952 1.384 1.808
*
```

## Properties
Orbital gap (spin up / spin down) = 0.205 / 0.225 Eh